The following is a quantum chemistry calculation of 10 unconnected molecules or ions with the total composition C46H83FN2O36S9 at a distorted geometry, from OMol25.

Bonds (Å) are listed after each position.
CARTESIAN COORDINATES (ANGSTROEM)
1 C -6.258 -0.331 2.338  C2 1.204, H32 1.073
2 C -6.551 -1.483 2.148  C1 1.204, C3 1.495
3 C -7.209 -2.754 1.716  C2 1.495, C4 1.492, C6 1.590, C26 1.584
4 C -6.116 -3.740 1.472  C3 1.492, N5 1.148
5 N -5.213 -4.385 1.180  C4 1.148
6 C -8.000 -2.567 0.350  C3 1.590, C7 1.531, H33 1.099, H34 1.095
7 C -7.575 -1.319 -0.430  C6 1.531, C8 1.564, H35 1.093, H36 1.097
8 C -8.214 -1.269 -1.857  C7 1.564, C9 1.538, H37 1.101, H38 1.104
9 C -7.145 -1.327 -2.961  C8 1.538, C10 1.556, H39 1.104, H40 1.101
10 C -6.438 0.030 -3.247  C9 1.556, C11 1.551, H41 1.095, H42 1.098
11 C -5.086 0.236 -2.514  C10 1.551, C12 1.544, H43 1.102, H44 1.094
12 C -5.161 1.032 -1.193  C11 1.544, C13 1.537, H45 1.102, H46 1.099
13 C -5.924 2.363 -1.276  C12 1.537, C14 1.556, H47 1.099, H48 1.103
14 C -5.984 3.143 0.069  C13 1.556, C15 1.539, H49 1.103, H50 1.100
15 C -4.715 3.035 0.932  C14 1.539, C16 1.550, H51 1.096, H52 1.104
16 C -3.531 3.796 0.285  C15 1.550, C17 1.568, H53 1.096, H54 1.103
17 C -2.145 3.126 0.580  C16 1.568, C18 1.533, H55 1.097, H56 1.097
18 C -1.083 4.232 0.607  C17 1.533, C19 1.584, H57 1.115, H58 1.099
19 C 0.404 3.734 0.832  C18 1.584, C20 1.557, H59 1.095, H60 1.101
20 C 0.702 2.285 0.349  C19 1.557, C21 1.567, H61 1.098, H62 1.092
21 C 2.084 2.276 -0.391  C20 1.567, C22 1.555, H63 1.096, H64 1.094
22 C 2.147 0.960 -1.218  C21 1.555, C23 1.555, H65 1.101, H66 1.099
23 C 3.589 0.549 -1.633  C22 1.555, C24 1.542, H67 1.098, H68 1.098
24 C 3.837 -0.948 -1.363  C23 1.542, C25 1.555, H69 1.101, H70 1.098
25 C 3.777 -1.273 0.156  C24 1.555, H71 1.097, H72 1.099, H73 1.095
26 C -8.169 -3.200 2.894  C3 1.584, C27 1.486, C29 1.545, H74 1.099
27 C -8.439 -2.097 3.853  C26 1.486, N28 1.145
28 N -8.842 -1.279 4.546  C27 1.145
29 C -7.677 -4.433 3.684  C26 1.545, C30 1.544, F31 1.393, H75 1.097
30 C -8.470 -4.588 5.000  C29 1.544, H76 1.096, H77 1.096, H78 1.095
31 F -7.923 -5.573 2.922  C29 1.393
32 H -6.139 0.654 2.747  C1 1.073
33 H -7.688 -3.421 -0.268  C6 1.099
34 H -9.077 -2.623 0.542  C6 1.095
35 H -7.825 -0.381 0.072  C7 1.093
36 H -6.494 -1.411 -0.592  C7 1.097
37 H -8.856 -0.386 -2.000  C8 1.101
38 H -8.876 -2.147 -1.956  C8 1.104
39 H -7.671 -1.584 -3.897  C9 1.104
40 H -6.408 -2.129 -2.805  C9 1.101
41 H -7.145 0.855 -3.113  C10 1.095
42 H -6.201 0.007 -4.319  C10 1.098
43 H -4.681 -0.766 -2.300  C11 1.102
44 H -4.357 0.711 -3.178  C11 1.094
45 H -4.123 1.278 -0.916  C12 1.102
46 H -5.562 0.456 -0.347  C12 1.099
47 H -6.966 2.233 -1.601  C13 1.099
48 H -5.424 2.983 -2.038  C13 1.103
49 H -6.841 2.753 0.643  C14 1.103
50 H -6.197 4.195 -0.170  C14 1.100
51 H -4.464 1.999 1.188  C15 1.096
52 H -4.915 3.548 1.889  C15 1.104
53 H -3.536 4.862 0.542  C16 1.096
54 H -3.673 3.731 -0.807  C16 1.103
55 H -2.005 2.422 -0.249  C17 1.097
56 H -2.241 2.579 1.526  C17 1.097
57 H -1.343 4.880 1.477  C18 1.115
58 H -1.164 4.893 -0.267  C18 1.099
59 H 0.747 3.861 1.865  C19 1.095
60 H 1.044 4.399 0.232  C19 1.101
61 H 0.823 1.655 1.239  C20 1.098
62 H -0.012 1.898 -0.382  C20 1.092
63 H 2.026 3.088 -1.124  C21 1.096
64 H 2.924 2.361 0.305  C21 1.094
65 H 1.590 1.146 -2.150  C22 1.101
66 H 1.618 0.140 -0.712  C22 1.099
67 H 4.330 1.152 -1.092  C23 1.098
68 H 3.706 0.719 -2.712  C23 1.098
69 H 4.857 -1.210 -1.685  C24 1.101
70 H 3.134 -1.603 -1.894  C24 1.098
71 H 3.021 -0.670 0.673  C25 1.097
72 H 3.518 -2.330 0.311  C25 1.099
73 H 4.747 -1.051 0.614  C25 1.095
74 H -9.130 -3.486 2.445  C26 1.099
75 H -6.620 -4.359 3.967  C29 1.097
76 H -8.003 -3.951 5.760  C30 1.096
77 H -8.411 -5.618 5.370  C30 1.096
78 H -9.521 -4.330 4.833  C30 1.095
79 O -10.073 1.048 -3.191  S80 1.416
80 S -11.323 0.382 -3.172  O79 1.416, O81 1.420, O82 1.604, O85 1.602
81 O -12.163 0.371 -2.027  S80 1.420
82 O -11.101 -1.130 -3.660  S80 1.604, C83 1.434
83 C -11.915 -1.397 -4.809  O82 1.434, C84 1.514, H86 1.092, H87 1.087
84 C -12.065 -0.058 -5.497  C83 1.514, O85 1.434, H88 1.086, H89 1.092
85 O -12.189 0.885 -4.423  S80 1.602, C84 1.434
86 H -12.879 -1.777 -4.464  C83 1.092
87 H -11.440 -2.141 -5.444  C83 1.087
88 H -12.937 -0.015 -6.144  C84 1.086
89 H -11.173 0.198 -6.072  C84 1.092
90 O -0.864 7.457 3.913  S91 1.418
91 S -0.114 6.270 4.104  O90 1.418, O92 1.418, O93 1.607, O96 1.605
92 O -0.598 4.991 3.727  S91 1.418
93 O 0.355 6.219 5.640  S91 1.607, C94 1.433
94 C 1.784 6.152 5.711  O93 1.433, C95 1.514, H97 1.092, H98 1.087
95 C 2.268 6.860 4.464  C94 1.514, O96 1.432, H99 1.087, H100 1.093
96 O 1.336 6.478 3.447  S91 1.605, C95 1.432
97 H 2.077 5.100 5.711  C94 1.092
98 H 2.140 6.626 6.623  C94 1.087
99 H 3.278 6.571 4.183  C95 1.087
100 H 2.220 7.945 4.579  C95 1.093
101 O 7.460 0.640 0.064  S102 1.418
102 S 7.401 0.200 1.410  O101 1.418, O103 1.418, O104 1.602, O107 1.613
103 O 6.573 0.826 2.377  S102 1.418
104 O 8.896 0.112 1.979  S102 1.602, C105 1.432
105 C 9.170 -1.221 2.427  O104 1.432, C106 1.514, H108 1.093, H109 1.088
106 C 8.297 -2.110 1.566  C105 1.514, O107 1.429, H110 1.087, H111 1.093
107 O 7.077 -1.381 1.417  S102 1.613, C106 1.429
108 H 8.892 -1.292 3.481  C105 1.093
109 H 10.229 -1.445 2.317  C105 1.088
110 H 8.107 -3.079 2.021  C106 1.087
111 H 8.732 -2.252 0.574  C106 1.093
112 O -1.680 -0.890 -5.850  S113 1.418
113 S -2.881 -1.390 -5.287  O112 1.418, O114 1.417, O115 1.605, O118 1.607
114 O -4.023 -0.573 -5.094  S113 1.417
115 O -2.523 -2.117 -3.902  S113 1.605, C116 1.431
116 C -2.954 -3.482 -3.936  O115 1.431, C117 1.514, H119 1.093, H120 1.087
117 C -2.890 -3.870 -5.399  C116 1.514, O118 1.433, H121 1.087, H122 1.092
118 O -3.330 -2.701 -6.101  S113 1.607, C117 1.433
119 H -3.978 -3.527 -3.556  C116 1.093
120 H -2.311 -4.097 -3.313  C116 1.087
121 H -3.526 -4.718 -5.634  C117 1.087
122 H -1.865 -4.087 -5.708  C117 1.092
123 O 6.630 3.507 -4.037  S124 1.417
124 S 5.259 3.321 -4.344  O123 1.417, O125 1.416, O126 1.608, O129 1.609
125 O 4.224 3.648 -3.434  S124 1.416
126 O 5.057 1.806 -4.842  S124 1.608, C127 1.430
127 C 4.499 1.792 -6.158  O126 1.430, C128 1.514, H130 1.092, H131 1.087
128 C 4.987 3.074 -6.800  C127 1.514, O129 1.430, H132 1.087, H133 1.093
129 O 4.944 4.042 -5.748  S124 1.609, C128 1.430
130 H 3.410 1.780 -6.069  C127 1.092
131 H 4.826 0.906 -6.698  C127 1.087
132 H 4.363 3.388 -7.633  C128 1.087
133 H 6.022 2.981 -7.136  C128 1.093
134 O 11.740 1.447 0.249  S135 1.419
135 S 11.439 2.007 1.518  O134 1.419, O136 1.414, O137 1.613, O140 1.606
136 O 10.138 1.971 2.070  S135 1.414
137 O 11.989 3.523 1.540  S135 1.613, C138 1.429
138 C 12.919 3.687 2.612  O137 1.429, C139 1.514, H141 1.092, H142 1.087
139 C 13.537 2.318 2.804  C138 1.514, O140 1.431, H143 1.088, H144 1.093
140 O 12.458 1.401 2.601  S135 1.606, C139 1.431
141 H 12.365 4.001 3.501  C138 1.092
142 H 13.657 4.445 2.360  C138 1.087
143 H 13.966 2.187 3.795  C139 1.088
144 H 14.301 2.118 2.048  C139 1.093
145 O 12.698 -1.172 3.127  S146 1.418
146 S 13.772 -1.383 4.029  O145 1.418, O147 1.418, O148 1.606, O151 1.604
147 O 13.742 -0.920 5.368  S146 1.418
148 O 15.122 -0.864 3.330  S146 1.606, C149 1.434
149 C 16.072 -1.936 3.247  O148 1.434, C150 1.512, H152 1.092, H153 1.087
150 C 15.232 -3.191 3.158  C149 1.512, O151 1.437, H154 1.086, H155 1.090
151 O 14.124 -2.948 4.039  S146 1.604, C150 1.437
152 H 16.679 -1.925 4.155  C149 1.092
153 H 16.717 -1.807 2.381  C149 1.087
154 H 15.778 -4.079 3.463  C150 1.086
155 H 14.841 -3.335 2.151  C150 1.090
156 O -17.302 0.471 1.856  S157 1.418
157 S -16.675 1.020 0.709  O156 1.418, O158 1.417, O159 1.605, O162 1.606
158 O -17.387 1.794 -0.242  S157 1.417
159 O -15.899 -0.160 -0.053  S157 1.605, C160 1.436
160 C -14.505 0.164 -0.167  O159 1.436, C161 1.512, H163 1.089, H164 1.086
161 C -14.213 1.040 1.031  C160 1.512, O162 1.433, H165 1.087, H166 1.093
162 O -15.383 1.855 1.173  S157 1.606, C161 1.433
163 H -14.353 0.704 -1.099  C160 1.089
164 H -13.905 -0.742 -0.173  C160 1.086
165 H -13.330 1.658 0.889  C161 1.087
166 H -14.098 0.448 1.941  C161 1.093
167 O 16.406 -7.475 1.877  S168 1.417
168 S 15.475 -6.618 1.240  O167 1.417, O169 1.420, O170 1.606, O173 1.603
169 O 15.806 -5.296 0.842  S168 1.420
170 O 14.146 -6.567 2.139  S168 1.606, C171 1.433
171 C 13.015 -6.991 1.366  O170 1.433, C172 1.514, H174 1.092, H175 1.087
172 C 13.586 -7.954 0.346  C171 1.514, O173 1.433, H176 1.086, H177 1.092
173 O 14.847 -7.381 -0.022  S168 1.603, C172 1.433
174 H 12.580 -6.113 0.885  C171 1.092
175 H 12.272 -7.457 2.008  C171 1.087
176 H 12.948 -8.065 -0.526  C172 1.086
177 H 13.774 -8.936 0.786  C172 1.092

- frontier orbital gap (eV) = 9.35
- HOMO level (eV) = -9.297
- energy (eV) = -225960.3746
- molecular weight (g mol⁻¹) = 1547.75
- maximum force (eV Å⁻¹) = 2.07

Atomic partial charges in e from the Löwdin method, atoms 1 to 99: 0.161, -0.089, -0.341, -0.183, 0.193, -0.101, -0.188, -0.186, -0.191, -0.182, -0.193, -0.197, -0.204, -0.206, -0.231, -0.203, -0.208, -0.193, -0.180, -0.204, -0.198, -0.216, -0.207, -0.253, -0.095, -0.168, -0.206, 0.196, -0.345, -0.034, -0.006, 0.060, 0.125, 0.121, 0.113, 0.102, 0.075, 0.103, 0.103, 0.105, 0.092, 0.087, 0.099, 0.095, 0.102, 0.080, 0.096, 0.112, 0.099, 0.111, 0.085, 0.110, 0.111, 0.101, 0.093, 0.118, 0.086, 0.111, 0.085, 0.095, 0.112, 0.092, 0.105, 0.115, 0.109, 0.097, 0.110, 0.086, 0.099, 0.099, 0.064, 0.070, 0.043, 0.155, 0.153, 0.088, 0.088, 0.089, -0.212, 0.607, -0.219, -0.192, -0.156, -0.158, -0.177, 0.135, 0.138, 0.138, 0.136, -0.212, 0.606, -0.221, -0.186, -0.165, -0.164, -0.187, 0.135, 0.134, 0.137